[1]
17
Properties=species:S:1:pos:R:3:forces:R:3 method="wB97M-V/def2-TZVPD" homo_lumo_gap_ev=7.19 largest_force_ev_per_a=3.73 spin_multiplicity=1 charge=-1 lumo_energy_ev=3.61 total_energy_ev=-57107.4650 homo_energy_ev=-3.59
Cu -1.421793 0.120337 -0.332843 -0.36 0.18 0.76
H 0.976849 -2.164288 -1.318653 0.31 0.03 0.09
O 0.700414 -0.492321 -0.160142 -0.22 0.66 -0.23
C 1.462046 -1.197309 -1.100881 -0.27 -0.19 -0.06
H 1.966378 -0.438475 1.439888 -0.13 -0.34 0.07
O -1.350949 -0.300306 1.822504 0.03 -0.03 -1.02
H 0.262036 -0.227751 3.144227 -0.08 -0.08 -0.15
C -0.053637 -0.012837 2.092850 0.10 1.54 -0.42
O -1.029774 2.183190 -1.211290 -1.29 0.63 0.63
H 1.455607 -0.610044 -2.028664 0.11 -0.11 0.25
H 0.797838 -1.855811 1.357142 0.20 0.22 0.15
H 2.496056 -1.359936 -0.752355 -0.22 0.05 -0.12
H 0.189369 1.127976 1.942243 -0.15 -1.34 0.19
C -2.177672 2.085249 -1.733413 2.58 -1.21 -2.40
H -2.513696 2.948932 -2.362488 -0.50 0.05 0.87
C 0.934158 -0.767734 1.206449 0.54 -0.46 0.26
O -2.693231 0.961128 -2.004575 -0.67 0.40 1.13

---

[2]
17
Properties=species:S:1:pos:R:3:forces:R:3 method="wB97M-V/def2-TZVPD" homo_lumo_gap_ev="9.21 / 8.85" largest_force_ev_per_a=4.79 spin_multiplicity=3 lumo_energy_ev="1.05 / -1.25" total_energy_ev=-14732.8820 homo_energy_ev="-8.16 / -10.10"
C 1.126020 -0.526859 -0.251972 -2.92 -0.38 3.65
F -3.421533 -0.554418 0.189605 0.35 0.10 -0.24
H 0.134750 0.538996 1.380655 -0.78 -0.14 -1.34
H -0.267181 -2.091914 -0.184881 -0.12 0.07 0.57
N -1.257708 0.335719 -0.228384 -3.71 -0.53 2.99
H -0.004163 2.162942 -1.231471 0.48 0.04 0.77
N -2.454795 0.007184 0.894743 1.50 0.40 -0.04
H 1.191763 -0.661437 -1.264730 0.25 0.50 -2.80
F 2.283356 -0.080656 0.273778 1.42 0.20 0.28
C 0.029808 0.598461 0.247995 3.02 -0.72 0.92
H 0.675962 -2.125125 1.379090 0.35 0.24 -1.49
H 1.231660 -2.686858 -0.296514 1.76 -1.49 -0.47
H -0.158062 2.722234 0.411815 -1.57 1.62 1.58
C 0.329280 2.039431 -0.171715 2.70 -1.39 -2.37
O -1.600267 -0.000029 -1.332248 0.28 -0.62 -2.67
H 1.425224 2.288287 -0.072523 -1.04 -0.43 -0.28
C 0.735887 -1.965958 0.256759 -1.97 2.52 0.94